Entry 1:
C25H43BF4N6O2PRbS4 as an isolated structure, computed with ωB97M-V with the def2-TZVPD basis set.

- gap between HOMO and LUMO (eV) = 4.3057
- largest force on an atom (eV/Å) = 0.25
- ΔE to the lowest compared entry with this formula, charge and spin (kcal per mole) = 10.6
- highest occupied orbital energy (eV) = -0.65

```
! RIJCOSX wB97M-V def2-TZVPD def2/J DEFGRID3
* xyz -2 1
Rb 0.6568 -0.7041 0.9237
O 6.2332 -3.5983 5.4137
C 5.2721 -3.2871 4.7309
S 3.8357 -2.4820 5.3350
C 2.9664 -2.2694 3.8021
C 3.5811 -2.7805 2.7081
S 3.1175 -2.7724 1.0217
S 5.1232 -3.6050 3.0123
S 1.4184 -1.4768 3.9744
N 0.3387 1.7958 3.1356
C -0.3433 2.6871 2.3503
C 0.2732 3.2562 1.2242
C -0.3966 4.1836 0.4487
C -1.6958 4.5753 0.7573
C -2.3179 4.0005 1.8583
C -1.6592 3.0702 2.6464
H -0.1588 1.1525 3.7268
H 1.2453 1.4682 2.8261
H 1.2676 2.9229 0.9524
H 0.0972 4.5831 -0.4296
H -2.2189 5.2924 0.1371
H -3.3366 4.2762 2.1083
H -2.1572 2.6263 3.5010
O -2.1680 -1.0056 0.5804
P -2.7151 -1.0397 -0.7970
N -1.7574 -1.9549 -1.7749
C -0.6536 -2.8067 -1.3180
C -0.5826 -3.8672 -2.4073
C -0.8264 -3.0303 -3.6639
C -1.8965 -2.0191 -3.2305
N -2.9955 0.4737 -1.3701
C -3.6598 0.7943 -2.6360
C -2.7662 1.8718 -3.2425
C -2.3277 2.6591 -2.0096
C -2.0673 1.5656 -0.9759
N -4.2175 -1.7478 -1.0015
C -4.2831 -3.2120 -0.8598
C -5.7184 -3.4753 -0.4127
C -6.0227 -2.2526 0.4499
C -5.3798 -1.1221 -0.3492
H -0.8455 -3.2008 -0.3209
H 0.2912 -2.2575 -1.3138
H -1.3804 -4.6034 -2.2684
H 0.3757 -4.3850 -2.4124
H -1.1401 -3.6176 -4.5281
H 0.0853 -2.4897 -3.9206
H -2.9067 -2.3560 -3.5008
H -1.7160 -1.0450 -3.6887
H -4.6656 1.1947 -2.4469
H -3.7725 -0.0889 -3.2645
H -3.2846 2.4774 -3.9884
H -1.8862 1.4172 -3.7041
H -3.1353 3.3154 -1.6700
H -1.4350 3.2553 -2.1832
H -2.2673 1.8927 0.0444
H -1.0313 1.2349 -1.0363
H -3.5801 -3.5686 -0.0983
H -4.0349 -3.7051 -1.8018
H -5.8197 -4.4224 0.1174
H -6.3838 -3.4948 -1.2807
H -5.5207 -2.3479 1.4153
H -7.0873 -2.0941 0.6270
H -5.0694 -0.2865 0.2786
H -6.0740 -0.7358 -1.1047
F 0.5764 2.1868 -3.1149
B 1.1229 1.0193 -2.5497
F 1.2142 1.1870 -1.1371
F 2.3819 0.7598 -3.0811
F 0.2452 -0.0647 -2.7995
C 5.8897 -0.0169 1.9333
C 5.5068 1.3552 1.3932
C 6.4872 2.4150 1.8876
C 5.5051 1.3246 -0.1401
N 4.1987 1.7394 1.9615
N 3.0891 0.9375 1.5712
H 6.9044 -0.2767 1.6215
H 5.2228 -0.7890 1.5466
H 5.8398 -0.0311 3.0238
H 7.4977 2.1907 1.5401
H 6.4871 2.4449 2.9781
H 6.2139 3.4072 1.5133
H 6.5145 1.1349 -0.5131
H 5.1598 2.2762 -0.5546
H 4.8691 0.5257 -0.5245
H 3.9834 2.6861 1.6669
H 3.1125 0.0644 2.0979
H 3.1577 0.6893 0.5832
*
```

Atomic partial charges in e from the Mulliken method, atoms 1 to 5: number 1, Rb, carries 0.659; number 2, O, carries -0.702; number 3, C, carries 0.591; number 4, S, carries -0.249; number 5, C, carries 0.023

Entry 2:
An isolated ion of composition C35H43N6O and charge +1 at a distorted geometry, computed with ωB97M-V with the def2-TZVPD basis set.

- gap between HOMO and LUMO (eV) = 7.9050
- largest force on an atom (eV/Å) = 2.73
- structure (SMILES) = CN(C)C(N(Cc1ccccc1)[C@H](/C=C/N1[C@H](Cc2ccccc2)C(=O)N(C)C1(C)C)c1ccc(C#N)cc1)=[N+](C)C
- ΔE to the lowest compared entry with this formula, charge and spin (kcal per mole) = 10.3
- highest occupied orbital energy (eV) = -10.59

```
! RIJCOSX wB97M-V def2-TZVPD def2/J DEFGRID3
* xyz 1 1
C 3.4485 -2.6335 1.4362
N 2.4796 -2.7251 0.3303
C 2.1657 -4.1024 -0.0640
C 2.2795 -1.6579 -0.4868
N 1.1017 -1.5004 -1.1918
C 1.0926 -0.5436 -2.3294
C 0.2819 -1.1089 -3.4687
C -0.9801 -0.5937 -3.7849
C -1.7102 -1.1510 -4.8409
C -1.1652 -2.1947 -5.6010
C 0.1011 -2.6999 -5.2803
C 0.8293 -2.1512 -4.2242
N 3.3072 -0.7916 -0.6755
C 4.6694 -1.2728 -0.9440
C 3.1521 0.6685 -0.6456
H 3.6068 -1.5853 1.7206
H 3.0434 -3.1668 2.3055
H 4.4226 -3.0862 1.1766
H 1.6683 -4.1107 -1.0374
H 3.0983 -4.6937 -0.1424
H 1.5167 -4.5621 0.6940
H 0.6764 0.4147 -1.9849
H 2.1154 -0.3722 -2.6753
H -1.3776 0.2395 -3.1967
H -2.6995 -0.7597 -5.0800
H -1.7207 -2.6111 -6.4429
H 0.5300 -3.5199 -5.8620
H 1.8327 -2.5167 -3.9799
H 4.6383 -2.3465 -1.1658
H 5.0602 -0.7483 -1.8280
H 5.3343 -1.0840 -0.0872
H 2.1032 0.9350 -0.4618
H 3.7637 1.0823 0.1749
H 3.4850 1.1009 -1.6020
C 0.7893 3.5351 4.1388
N -0.0051 2.9719 3.0728
C -1.0201 3.6848 2.4899
O -1.2862 4.8604 2.7241
C -1.6889 2.7332 1.4899
C -2.0609 3.3245 0.1278
C -2.8267 4.6236 0.1988
C -2.4169 5.7145 -0.5716
C -3.0397 6.9537 -0.4095
C -4.1239 7.0850 0.4670
C -4.5807 5.9694 1.1791
C -3.9479 4.7327 1.0278
N -0.7099 1.6555 1.3937
C -0.8930 0.5920 0.5437
C -0.2506 -0.5981 0.6331
C -0.1875 -1.5455 -0.5347
C -0.6351 -2.9899 -0.2685
C -0.8175 -3.8444 -1.3621
C -1.2456 -5.1538 -1.1588
C -1.4405 -5.6285 0.1466
C -1.8476 -6.9927 0.3795
N -2.2144 -8.0884 0.5744
C -1.3397 -4.7466 1.2267
C -0.9743 -3.4179 1.0141
C 0.1375 1.5997 2.5967
C 1.6068 1.2717 2.3166
C -0.4335 0.5847 3.6099
H 0.5210 4.5873 4.2619
H 0.6163 3.0054 5.0834
H 1.8517 3.4572 3.8889
H -2.6162 2.3597 1.9791
H -1.1487 3.4612 -0.4724
H -2.6809 2.5639 -0.3717
H -1.5774 5.5902 -1.2613
H -2.6752 7.8155 -0.9708
H -4.6187 8.0518 0.5922
H -5.4260 6.0517 1.8645
H -4.2928 3.8509 1.5727
H -1.6278 0.7750 -0.2508
H 0.2857 -0.9100 1.5307
H -0.9108 -1.1741 -1.2759
H -0.6397 -3.4874 -2.3826
H -1.4238 -5.8122 -2.0086
H -1.5660 -5.0946 2.2347
H -0.9730 -2.7149 1.8512
H 2.1065 2.1198 1.8290
H 2.1095 1.0473 3.2662
H 1.6891 0.3957 1.6699
H -1.1691 1.0816 4.2545
H -0.9173 -0.2487 3.0918
H 0.3854 0.1904 4.2228
*
```

Atomic partial charges in e from the Mulliken method, atoms 1 to 5: number 1, C, carries -1.058; number 2, N, carries 0.779; number 3, C, carries -1.038; number 4, C, carries -0.710; number 5, N, carries 1.436

Entry 3:
One molecule with the formula C4H5N3S at a distorted geometry, computed with ωB97M-V with the def2-TZVPD basis set.

- gap between HOMO and LUMO (eV) = 9.1370
- largest force on an atom (eV/Å) = 2.91
- structure (SMILES) = C#C/C(=N\N)SN=C
- ΔE to the lowest compared entry with this formula, charge and spin (kcal per mole) = 99.6
- highest occupied orbital energy (eV) = -8.40

```
! RIJCOSX wB97M-V def2-TZVPD def2/J DEFGRID3
* xyz 0 1
C 0.5227 -0.4992 -0.3049
C -3.2573 -0.0624 0.2344
C 0.8396 0.8969 -0.3674
C 1.1658 2.0677 -0.3916
H 3.1718 -1.7370 0.6924
H 2.8451 -0.1133 0.4179
H -3.8195 -0.7784 -0.3612
H -3.8416 0.6209 0.8709
H 1.4345 3.0659 -0.4335
N 2.6695 -1.0617 0.1140
N 1.3755 -1.4071 -0.0241
N -1.9945 0.0366 0.2689
S -1.1115 -1.0288 -0.7158
*
```

Atomic partial charges in e from the Mulliken method, atoms 1 to 5: number 1, C, carries 0.147; number 2, C, carries -0.208; number 3, C, carries -0.644; number 4, C, carries 0.383; number 5, H, carries 0.261

Entry 4:
A 2-piece molecular cluster, C7H14N overall, computed with ωB97M-V with the def2-TZVPD basis set.

- gap between HOMO and LUMO (eV) = 10.5732
- largest force on an atom (eV/Å) = 0.83
- ΔE to the lowest compared entry with this formula, charge and spin (kcal per mole) = 32.8
- highest occupied orbital energy (eV) = -13.71

```
! RIJCOSX wB97M-V def2-TZVPD def2/J DEFGRID3
* xyz 1 1
C -1.6064 1.3060 0.4850
C -0.9000 0.9064 1.3779
C 2.6094 -0.7914 -0.8250
C 1.3034 -0.9637 -0.8323
C -2.5207 1.8965 -0.4723
C -0.0548 0.3786 2.4254
C 0.5487 -2.1533 -0.3489
N 0.4254 0.1321 -1.3026
H 3.0824 0.1119 -1.1685
H 3.2672 -1.5635 -0.4691
H -3.3805 2.3033 0.0602
H -2.8821 1.1591 -1.1875
H -2.0378 2.7141 -1.0037
H -0.3605 -0.6347 2.6803
H -0.1666 1.0004 3.3121
H 0.9957 0.3884 2.1387
H 0.7500 -2.3284 0.7056
H 0.8503 -3.0479 -0.8861
H -0.5222 -2.0186 -0.4735
H 0.9943 0.9068 -1.6625
H -0.2067 0.5021 -0.4995
H -0.1884 -0.2043 -2.0537
*
```

Atomic partial charges in e from the Mulliken method, atoms 1 to 5: number 1, C, carries 0.436; number 2, C, carries 0.539; number 3, C, carries -1.049; number 4, C, carries 0.787; number 5, C, carries -1.456

Entry 5:
C3H4N2O5P as an isolated structure at a distorted geometry, computed with ωB97M-V with the def2-TZVPD basis set.

- gap between HOMO and LUMO (alpha / beta) (eV) = 8.1051 / 8.1052
- largest force on an atom (eV/Å) = 2.62
- ΔE to the lowest compared entry with this formula, charge and spin (kcal per mole) = 0.0
- highest occupied orbital energy (alpha / beta) (eV) = -4.66 / -4.66

```
! RIJCOSX wB97M-V def2-TZVPD def2/J DEFGRID3
* xyz -1 1
C 0.7660 -1.2793 0.0557
C -0.3252 -0.4551 0.4021
C 2.0684 -0.5906 -0.2816
N 0.6998 1.6115 0.6204
N -0.2910 0.8468 0.6513
O -3.7827 0.3133 0.2189
O -1.5323 1.3910 0.5929
O 0.6501 -2.5124 -0.0353
O -1.6019 -1.0273 0.4856
O -1.8620 0.2605 -1.6386
P -2.4187 0.2040 -0.2870
H 1.8412 0.3726 -0.7667
H 2.5141 -1.3540 -0.8622
H 2.8354 -0.3599 0.4966
H 0.4388 2.5788 0.3476
*
```

Atomic partial charges in e from the Mulliken method, atoms 1 to 5: number 1, C, carries 0.555; number 2, C, carries 0.478; number 3, C, carries -1.126; number 4, N, carries -1.159; number 5, N, carries 1.024

Entry 6:
C24H36NO5P2SYb as an isolated structure at a distorted geometry, computed with ωB97M-V with the def2-TZVPD basis set.

- gap between HOMO and LUMO (alpha / beta) (eV) = 4.6545 / 5.9067
- largest force on an atom (eV/Å) = 2.55
- ΔE to the lowest compared entry with this formula, charge and spin (kcal per mole) = 24.7
- highest occupied orbital energy (alpha / beta) (eV) = -4.24 / -5.84

```
! RIJCOSX wB97M-V def2-TZVPD def2/J DEFGRID3
* xyz 0 2
C -0.8463 3.8334 -1.6290
C -1.0426 2.5278 -1.0930
N -0.0747 2.0175 -0.2335
C 0.9075 2.8159 0.2170
C 1.0763 4.1267 -0.2402
C 0.1817 4.6415 -1.1805
C -2.2053 1.7812 -1.4278
P -2.5185 0.1432 -0.8638
Yb -0.2829 -0.1935 0.8230
P 2.4141 0.5170 0.9978
C 1.8572 2.2603 1.2858
C -0.0115 -2.8498 -0.1532
C -1.0820 -3.3495 0.6029
C -1.0245 -4.6318 1.1616
C 0.1316 -5.4074 1.0152
C 1.2269 -4.8783 0.3166
C 1.1651 -3.6091 -0.2723
O -0.1506 0.8578 -4.6024
O 0.7636 -0.7688 -2.4498
H -1.5264 4.1404 -2.4194
H 1.8436 4.7427 0.2217
H 0.3113 5.6526 -1.5722
C -3.9085 0.4235 0.3346
C -3.4314 -0.6954 -2.2311
H 2.7523 2.9042 1.3174
H 1.3431 2.3175 2.2675
H -0.8585 0.6543 -5.2767
H -2.7929 2.1806 -2.2677
C 3.0170 0.1657 2.6828
C 3.9798 0.8138 0.1289
H -2.0042 -2.7617 0.6659
H -1.8930 -5.0392 1.6789
H 0.1803 -6.4220 1.4312
H 2.1276 -5.4849 0.2061
H 2.0065 -3.2248 -0.8609
H 0.1457 -0.8980 -1.6110
H 0.6819 -1.6138 -2.9412
H 0.3880 -0.0211 -2.9903
H 0.2865 1.6735 -4.9138
H -0.1811 -1.9262 -0.7745
H -4.8297 0.7323 -0.1900
H -4.1051 -0.4850 0.9281
H -3.6309 1.2189 1.0424
H -4.3860 -0.2077 -2.4919
H -2.7931 -0.7195 -3.1292
H -3.6355 -1.7301 -1.9039
H 4.7115 1.3108 0.7790
H 4.3804 -0.1564 -0.1919
H 3.7880 1.4258 -0.7602
H 4.0042 0.6177 2.8484
H 2.3049 0.5161 3.4423
H 3.1013 -0.9231 2.7938
C 0.3707 1.3762 8.7896
C -0.0656 0.9195 7.4317
C -0.2134 -0.4491 7.1878
C -0.5812 -0.9002 5.9259
C -0.8257 0.0265 4.9020
C -0.6943 1.3993 5.1370
C -0.3231 1.8373 6.4085
S -1.2490 -0.6092 3.3013
O 0.0757 -1.1253 2.7961
O -2.3090 -1.5796 3.4105
O -1.5447 0.6002 2.4477
H -0.3423 1.0609 9.5600
H 1.3432 0.9422 9.0485
H 0.4598 2.4637 8.8113
H -0.0180 -1.1566 7.9977
H -0.6729 -1.9659 5.7299
H -0.8722 2.1108 4.3326
H -0.2163 2.9048 6.6242
*
```

Atomic partial charges in e from the Mulliken method, atoms 1 to 5: number 1, C, carries -1.125; number 2, C, carries 1.030; number 3, N, carries 0.207; number 4, C, carries 0.914; number 5, C, carries -1.020

- Which of these has the highest largest force on an atom?
  C4H5N3S